[1]
The following is a DFT calculation (the ωB97M-V functional and the def2-TZVPD basis) of a structure of composition C24H23BClNPSm.

Geometry as XYZ:
```
52
Properties=species:S:1:pos:R:3:lowdin_charge:R:1
C -1.19 -1.79 3.15 -0.19
C -1.03 -2.07 1.77 -0.21
C 0.37 -2.16 1.48 -0.23
H -1.83 -2.29 1.07 0.09
C 1.09 -1.93 2.71 -0.25
C 0.12 -1.76 3.75 -0.22
H 0.35 -1.70 4.80 0.10
H -2.14 -1.70 3.66 0.11
H 0.81 -2.41 0.52 0.09
H 2.18 -1.85 2.81 0.11
Sm 0.14 0.29 2.30 1.26
Cl 2.31 1.53 1.92 -0.15
P 0.00 0.34 -0.81 1.02
C 1.24 -0.73 -1.62 -0.38
C 0.98 -1.51 -2.76 -0.09
H -0.02 -1.53 -3.19 0.10
C 2.00 -2.28 -3.33 -0.08
H 1.79 -2.87 -4.22 0.11
C 3.28 -2.28 -2.79 -0.08
H 4.09 -2.86 -3.26 0.11
C 3.54 -1.53 -1.63 -0.07
H 4.53 -1.55 -1.19 0.11
C 2.53 -0.77 -1.05 -0.10
H 2.74 -0.18 -0.15 0.05
C -1.63 -0.13 -1.49 -0.36
C -2.06 -1.46 -1.40 -0.13
H -1.38 -2.23 -1.03 0.10
C -3.36 -1.82 -1.75 -0.08
H -3.69 -2.85 -1.64 0.11
C -4.24 -0.85 -2.26 -0.08
H -5.24 -1.14 -2.59 0.11
C -3.81 0.48 -2.36 -0.08
H -4.50 1.23 -2.75 0.11
C -2.53 0.85 -1.96 -0.08
H -2.22 1.89 -2.00 0.10
C 0.35 2.01 -1.48 -0.38
C 0.91 2.21 -2.74 -0.07
H 1.19 1.36 -3.36 0.11
C 1.10 3.51 -3.22 -0.07
H 1.51 3.66 -4.22 0.11
C 0.78 4.62 -2.44 -0.07
H 0.93 5.63 -2.82 0.11
C 0.27 4.42 -1.15 -0.08
H 0.03 5.28 -0.52 0.11
C 0.05 3.13 -0.67 -0.12
H -0.33 2.98 0.34 0.08
B 0.00 0.32 7.08 -0.42
C 0.02 0.77 5.64 -0.23
N 0.01 1.09 4.51 -0.05
H -0.79 1.04 7.63 0.02
H 1.11 0.42 7.57 0.02
H -0.36 -0.83 7.16 0.01
```

E_HOMO (spin up / spin down) = -9.07 / -9.10 eV
spin multiplicity = 6
<S²> = 8.764
max |F| = 2.2 eV/Å
HOMO-LUMO gap (spin up / spin down) = 8.37 / 8.53 eV
charge = 0
E_LUMO (spin up / spin down) = -0.704 / -0.565 eV

---

[2]
The following is a DFT calculation (the ωB97M-V functional and the def2-TZVPD basis) of a structure of composition C42H56N5O8PSSbSr.

Geometry as XYZ:
```
115
Properties=species:S:1:pos:R:3:lowdin_charge:R:1
Sr 0.24 -0.62 0.38 1.38
O 4.70 -3.58 3.31 -0.02
C 3.77 -2.82 2.97 -0.33
C 3.80 -1.44 2.58 -0.34
O 4.77 -0.65 2.47 -0.03
C 2.37 -1.02 2.26 -0.35
C 1.54 -2.10 2.56 -0.23
O 0.14 -2.11 2.31 -0.33
C 2.30 -3.27 2.87 -0.34
O 1.88 -4.41 2.99 0.02
O 2.07 0.10 1.74 -0.24
C 4.24 -1.80 -2.14 -0.10
C 3.85 -2.16 -3.43 -0.12
C 2.50 -2.36 -3.69 -0.09
C 1.55 -2.16 -2.68 -0.25
C 1.89 -1.72 -1.38 -0.15
C 3.28 -1.59 -1.16 -0.14
C 0.13 -2.44 -2.99 -0.22
C -0.20 -3.43 -3.97 -0.01
C -1.48 -3.72 -4.27 -0.03
C -2.52 -3.01 -3.62 -0.17
C -3.89 -3.23 -3.88 -0.06
C -4.85 -2.51 -3.23 -0.11
C -4.46 -1.54 -2.28 -0.10
C -3.14 -1.32 -1.99 -0.03
C -2.13 -2.06 -2.65 -0.21
N -0.82 -1.81 -2.33 0.16
H 5.29 -1.67 -1.91 0.10
H 4.59 -2.29 -4.22 0.08
H 2.20 -2.63 -4.70 0.09
H 3.63 -1.28 -0.18 0.07
H 0.61 -3.98 -4.44 0.10
H -1.74 -4.49 -4.99 0.11
H -4.16 -3.98 -4.62 0.10
H -5.90 -2.67 -3.44 0.09
H -5.22 -0.96 -1.76 0.10
H -2.83 -0.57 -1.27 0.08
C -2.44 2.04 3.37 -0.02
C -1.00 1.62 3.40 -0.48
C -0.03 2.44 4.21 -0.01
O -0.61 0.65 2.79 0.01
H -2.75 2.50 4.31 0.07
H -3.07 1.18 3.12 0.07
H -2.56 2.78 2.56 0.07
H -0.14 2.16 5.26 0.09
H -0.24 3.51 4.12 0.07
H 0.99 2.22 3.89 0.09
O -2.15 2.75 0.17 -0.14
N -2.31 1.53 0.10 -0.24
O -1.38 0.90 -0.50 -0.41
C -5.35 -4.10 2.51 -0.17
N -4.04 -4.33 3.26 -0.08
C -3.11 -5.19 2.39 -0.11
N -2.99 -4.68 1.07 -0.14
C -4.29 -4.44 0.46 -0.18
N -5.12 -3.53 1.24 -0.15
C -4.44 -2.19 1.36 -0.28
P -2.60 -2.14 2.22 0.95
C -3.40 -3.02 3.66 -0.30
C -2.10 -3.50 1.02 -0.27
H -5.95 -3.45 3.14 0.13
H -5.82 -5.08 2.42 0.12
H -4.23 -4.86 4.11 0.16
H -3.57 -6.18 2.38 0.13
H -2.15 -5.22 2.89 0.15
H -4.81 -5.40 0.35 0.12
H -4.13 -4.02 -0.53 0.12
H -5.11 -1.54 1.93 0.06
H -4.36 -1.77 0.36 0.04
H -4.20 -2.40 4.08 0.09
H -2.66 -3.23 4.43 -0.02
H -1.08 -3.83 1.20 0.09
H -2.17 -3.10 0.01 0.07
C 0.67 4.88 1.51 -0.16
C 1.00 4.96 0.02 -0.70
C -0.30 5.30 -0.71 -0.14
C 2.02 6.07 -0.22 -0.13
Sb 1.64 2.91 -0.51 1.65
C 1.58 2.93 -2.72 -0.70
C 2.41 1.72 -3.17 -0.13
C 2.12 4.18 -3.40 -0.12
C 0.12 2.68 -3.13 -0.13
C 3.81 2.99 -0.13 -0.70
C 4.63 3.93 -1.00 -0.12
C 3.95 3.35 1.36 -0.13
C 4.32 1.56 -0.30 -0.14
H 0.30 5.85 1.87 0.08
H 1.54 4.60 2.12 0.06
H -0.12 4.13 1.69 0.06
H -0.72 6.23 -0.28 0.08
H -1.04 4.51 -0.60 0.04
H -0.14 5.48 -1.77 0.05
H 1.59 7.04 0.10 0.08
H 2.29 6.16 -1.27 0.06
H 2.94 5.92 0.35 0.05
H 3.48 1.87 -2.98 0.06
H 2.29 1.58 -4.26 0.08
H 2.11 0.79 -2.68 0.07
H 3.17 4.34 -3.18 0.05
H 1.57 5.08 -3.11 0.05
H 2.01 4.08 -4.49 0.08
H -0.30 1.81 -2.62 0.05
H 0.08 2.51 -4.22 0.08
H -0.52 3.54 -2.91 0.06
H 4.26 4.96 -0.99 0.05
H 4.66 3.59 -2.04 0.05
H 5.67 3.94 -0.63 0.08
H 3.63 4.37 1.58 0.05
H 5.01 3.26 1.64 0.08
H 3.40 2.65 1.98 0.07
H 4.24 1.20 -1.34 0.05
H 3.79 0.86 0.35 0.04
H 5.38 1.52 -0.01 0.09
S -0.41 -2.67 4.83 0.64
C -0.78 -2.45 3.24 -0.88
```

relative energy (zero: lowest compared OMol25 entry of this formula, charge and spin) = 1.49 kcal/mol
E_HOMO (spin up / spin down) = 0.22 / -1.63 eV
spin multiplicity = 2
<S²> = 0.765
max |F| = 0.9 eV/Å
HOMO-LUMO gap (spin up / spin down) = 2.90 / 4.76 eV
charge = -2
E_LUMO (spin up / spin down) = 3.123 / 3.123 eV

---

[3]
The following is a DFT calculation (the ωB97M-V functional and the def2-TZVPD basis) of a cluster of 3 separate species, C18H33N6 in total.

Geometry as XYZ:
```
57
Properties=species:S:1:pos:R:3:lowdin_charge:R:1
C 0.83 -1.08 0.90 -0.08
C 0.51 -2.45 1.43 -0.16
N 1.78 -3.22 1.60 -0.06
C 2.66 -3.34 0.56 0.01
C 3.76 -3.99 1.12 0.03
N 3.49 -4.31 2.46 -0.07
C 2.30 -3.70 2.76 0.04
C 4.34 -5.17 3.30 0.04
H -0.05 -0.46 0.70 -0.03
H 1.37 -1.05 -0.04 0.11
H 1.40 -0.50 1.63 0.12
H 0.09 -2.95 0.56 0.12
H -0.11 -2.59 2.31 0.11
H 2.39 -3.06 -0.45 0.14
H 4.67 -4.31 0.64 0.14
H 1.86 -3.71 3.75 0.17
H 4.79 -4.48 4.02 0.11
H 5.27 -5.51 2.83 0.11
H 3.73 -5.87 3.87 0.11
C -0.33 1.27 -0.07 -0.08
C -0.11 2.10 -1.36 -0.13
N 0.33 3.53 -1.19 -0.03
C -0.36 4.69 -0.95 -0.01
C 0.48 5.80 -1.00 0.04
N 1.72 5.29 -1.34 -0.10
C 1.63 3.90 -1.51 0.06
C 2.94 6.07 -1.50 0.03
H -0.99 1.75 0.65 0.14
H 0.70 1.26 0.31 0.10
H -0.52 0.32 -0.55 0.04
H -1.00 2.23 -1.97 0.11
H 0.56 1.58 -2.05 0.14
H -1.42 4.73 -0.79 0.14
H 0.42 6.85 -0.76 0.15
H 2.46 3.40 -1.98 0.16
H 3.03 6.62 -0.57 0.12
H 3.00 6.59 -2.46 0.12
H 3.76 5.35 -1.43 0.10
C -2.13 -2.26 1.53 -0.04
C -1.74 -1.46 0.28 -0.20
N -2.93 -0.98 -0.46 -0.02
C -4.34 -1.33 -0.39 0.07
C -4.93 -0.46 -1.32 0.02
N -3.99 0.47 -1.89 -0.04
C -2.75 0.10 -1.28 0.02
C -4.22 1.51 -2.96 0.04
H -2.63 -3.14 1.12 0.11
H -2.65 -1.67 2.28 0.12
H -1.27 -2.75 1.99 0.03
H -1.27 -2.18 -0.40 0.14
H -1.03 -0.69 0.58 0.02
H -4.78 -2.12 0.21 0.13
H -5.91 -0.52 -1.77 0.14
H -1.79 0.58 -1.42 0.09
H -4.87 2.29 -2.56 0.10
H -4.86 1.07 -3.73 0.11
H -3.28 1.98 -3.25 0.09
```

E_HOMO = -17.71 eV
spin multiplicity = 1
max |F| = 4.9 eV/Å
HOMO-LUMO gap = 10.04 eV
charge = +3
E_LUMO = -7.665 eV

---

[4]
The following is a DFT calculation (the ωB97M-V functional and the def2-TZVPD basis) of a cluster of 19 separate species, H38O19 in total.

Geometry as XYZ:
```
57
Properties=species:S:1:pos:R:3:lowdin_charge:R:1
O 0.19 2.04 -0.33 -0.05
H -0.13 2.71 -0.94 0.02
H -0.43 2.08 0.40 0.01
O -3.47 -0.21 -2.04 -0.09
H -3.73 -1.10 -2.41 0.06
H -3.00 -0.46 -1.21 0.01
O -1.74 0.73 4.54 -0.07
H -2.03 0.24 3.75 -0.01
H -0.89 0.37 4.82 0.02
O 2.79 -2.29 -2.29 -0.05
H 3.10 -1.43 -2.05 0.00
H 2.05 -2.25 -2.88 -0.01
O 4.14 -0.55 0.61 -0.04
H 4.52 -0.82 -0.24 0.07
H 4.21 -1.15 1.35 0.04
O -3.46 3.22 2.18 -0.06
H -3.37 2.65 1.40 -0.03
H -3.25 2.65 2.93 0.02
O 2.55 -2.59 2.44 -0.05
H 1.66 -2.91 2.23 0.02
H 2.48 -3.01 3.31 0.05
O 4.46 2.75 0.63 -0.05
H 3.83 2.75 -0.10 0.02
H 3.98 2.42 1.38 0.02
O 1.37 -1.26 -4.65 -0.06
H 1.52 -0.31 -4.65 0.04
H 0.46 -1.23 -4.97 0.05
O 2.95 2.67 -3.63 -0.05
H 3.05 2.46 -2.70 0.02
H 1.99 2.58 -3.74 0.03
O 1.63 -0.57 -0.41 -0.10
H 1.30 0.26 -0.02 0.01
H 2.52 -0.41 0.02 0.01
O -2.40 -2.92 -0.04 -0.05
H -2.53 -2.86 -0.99 0.02
H -1.78 -3.61 0.21 0.02
O -0.23 -1.68 -2.57 -0.06
H -0.05 -0.74 -2.56 0.04
H 0.07 -1.90 -1.66 0.00
O 0.27 -3.82 0.12 -0.05
H 0.67 -4.67 0.33 0.05
H 0.76 -3.38 -0.62 0.05
O -2.60 -1.41 2.66 -0.08
H -1.86 -1.85 3.05 0.03
H -2.54 -1.28 1.66 0.03
O -3.64 2.31 -0.29 -0.05
H -3.38 1.54 0.22 0.03
H -4.48 2.25 -0.78 0.10
O -1.73 3.98 -0.76 -0.07
H -1.88 3.00 -0.70 0.02
H -1.96 4.20 -1.67 0.05
O -1.50 0.19 0.81 -0.09
H -0.85 0.61 1.44 0.01
H -1.01 -0.62 0.59 0.04
O 0.24 0.87 2.76 -0.03
H 0.35 1.71 3.20 0.09
H 0.77 0.09 2.89 0.06
```

relative energy (zero: lowest compared OMol25 entry of this formula, charge and spin) = 113.39 kcal/mol
E_HOMO = -10.66 eV
spin multiplicity = 1
max |F| = 2.4 eV/Å
HOMO-LUMO gap = 10.04 eV
charge = 0
E_LUMO = -0.618 eV

---

[5]
The following is a DFT calculation (the ωB97M-V functional and the def2-TZVPD basis) of a structure of composition C6H10.

Geometry as XYZ:
```
16
Properties=species:S:1:pos:R:3:lowdin_charge:R:1
C -1.60 0.47 0.55 -0.15
C -1.08 0.80 -0.82 -0.02
C 1.08 1.00 -0.41 -0.06
C 1.18 -0.22 0.47 -0.25
C 0.23 -1.29 -0.06 -0.18
C -1.10 -0.62 -0.35 -0.33
H -1.05 0.72 1.46 0.10
H -2.67 0.60 0.65 0.09
H -0.03 1.38 -1.00 0.02
H 1.61 0.88 -1.36 0.10
H 1.37 1.94 0.07 0.10
H 0.94 0.03 1.51 0.10
H 2.21 -0.60 0.48 0.11
H 0.13 -2.13 0.65 0.11
H 0.62 -1.70 -1.00 0.11
H -1.84 -1.26 -0.83 0.13
```

relative energy (zero: lowest compared OMol25 entry of this formula, charge and spin) = 101.86 kcal/mol
E_HOMO = -7.98 eV
spin multiplicity = 1
max |F| = 0.2 eV/Å
HOMO-LUMO gap = 8.96 eV
charge = 0
E_LUMO = 0.984 eV

---

[6]
The following is a DFT calculation (the ωB97M-V functional and the def2-TZVPD basis) of a cluster of 2 separate species, C8H15F4N in total.

Geometry as XYZ:
```
28
Properties=species:S:1:pos:R:3:lowdin_charge:R:1
C 2.41 -1.24 0.45 -0.05
C 1.25 0.04 -1.32 -0.07
C 1.59 1.17 0.89 -0.02
C -1.52 1.84 -0.81 -0.03
C 0.07 -0.77 0.77 -0.07
C 1.34 -0.16 0.12 -0.58
C -1.62 0.81 0.27 -0.29
C -2.68 -0.16 -0.10 -0.60
N -0.41 -2.04 0.36 0.09
F -2.01 1.27 1.49 0.02
F -2.27 -0.95 -1.14 0.09
F -3.88 0.33 -0.51 0.12
F -2.98 -1.05 0.86 0.11
H 3.46 -0.96 0.19 0.10
H 2.35 -1.55 1.51 0.09
H 2.21 -2.15 -0.12 0.08
H 0.79 0.94 -1.75 0.09
H 2.19 0.18 -1.68 0.05
H 0.88 -0.93 -1.80 0.12
H 1.11 2.04 0.46 0.07
H 2.67 1.30 1.04 0.09
H 1.18 1.09 1.85 0.06
H -2.17 2.68 -0.63 0.08
H -0.40 2.19 -0.78 0.08
H -1.81 1.43 -1.75 0.08
H 0.00 -0.67 1.80 0.10
H -0.39 -2.45 -0.50 0.05
H -1.36 -2.21 0.85 0.13
```

relative energy (zero: lowest compared OMol25 entry of this formula, charge and spin) = 0.00 kcal/mol
E_HOMO = -7.98 eV
spin multiplicity = 1
max |F| = 5.9 eV/Å
HOMO-LUMO gap = 8.72 eV
charge = 0
E_LUMO = 0.739 eV